(1)
Formula: C5H13N3O2
Source: the Open Molecules 2025 dataset
Level of theory: ωB97M-V with the def2-TZVPD basis set

ORCA input file:
```
! RIJCOSX wB97M-V def2-TZVPD def2/J DEFGRID3
* xyz 0 1
C -0.21 -0.81 0.08
C 1.12 1.09 -1.04
C 0.73 -0.99 1.27
C -1.64 -1.15 0.51
N -0.50 1.71 0.59
C -0.23 0.63 -0.56
N 0.28 -1.65 -1.04
N 2.20 1.19 -0.33
O -1.85 2.07 0.41
O -1.11 0.76 -1.54
H -2.01 1.69 -0.51
H 0.02 2.56 0.34
H 1.14 1.47 -2.06
H 0.24 -2.63 -0.79
H -0.34 -1.51 -1.83
H 2.22 0.84 0.62
H 3.05 1.59 -0.70
H 0.58 -0.19 2.00
H 0.53 -1.94 1.77
H 1.78 -1.04 0.96
H -1.97 -0.51 1.33
H -1.69 -2.19 0.84
H -2.33 -1.01 -0.32
*
```

As for the LUMO energy: -0.452 eV. The value obtained for the relative energy (zero: lowest compared OMol25 entry of this formula, charge and spin) is 97.1 kcal/mol. The total energy comes out at -512.94050 Ha.

Atomic partial charges in e from the Löwdin method, atoms 1 to 4:
1 C -0.543
2 C 0.050
3 C -0.060
4 C -0.036

(2)
Formula: C5H13N4O2
Source: the Open Molecules 2025 dataset
Level of theory: ωB97M-V with the def2-TZVPD basis set

ORCA input file:
```
! RIJCOSX wB97M-V def2-TZVPD def2/J DEFGRID3
* xyz -1 1
C -1.95 0.27 -0.26
C -1.44 -1.15 0.18
N -0.08 -1.33 -0.06
C 0.24 -1.44 -1.47
C 0.97 -0.65 0.69
N 2.21 -1.14 0.24
N 3.04 -1.56 1.18
O 2.81 -1.66 2.38
O 4.18 -1.75 0.76
N 0.78 0.82 0.50
C 1.92 1.70 0.98
H -1.48 0.46 -1.20
H -3.07 0.42 -0.35
H -1.58 1.00 0.55
H -1.75 -1.39 1.32
H -1.92 -1.94 -0.41
H 0.58 -0.49 -1.99
H 1.19 -2.07 -1.61
H -0.62 -1.86 -2.05
H 0.92 -0.75 1.83
H 0.74 0.90 -0.52
H 1.58 2.76 0.88
H 2.04 1.45 2.02
H 2.83 1.47 0.48
*
```

As for the LUMO energy: 3.629 eV. The value obtained for the relative energy (zero: lowest compared OMol25 entry of this formula, charge and spin) is 0.0 kcal/mol. The SMILES is CCN(C)[C@@H](N=[N+]([O-])[O-])NC. The total energy comes out at -567.69654 Ha.

Atomic partial charges in e from the Löwdin method, atoms 1 to 4:
1 C -0.119
2 C -0.301
3 N -0.204
4 C -0.133

(3)
Formula: C5H13NO
Source: the Open Molecules 2025 dataset
Level of theory: ωB97M-V with the def2-TZVPD basis set

ORCA input file:
```
! RIJCOSX wB97M-V def2-TZVPD def2/J DEFGRID3
* xyz 0 1
C -0.99 0.94 1.68
C 0.09 0.11 0.99
C -0.32 -1.31 0.67
C 0.75 -1.78 -0.32
C 1.30 -0.49 -0.94
N 0.49 0.60 -0.32
H -0.85 2.01 1.65
H -1.94 0.73 1.15
H -1.12 0.53 2.68
H 0.93 0.05 1.70
H -1.28 -1.19 0.15
H -0.52 -1.97 1.48
H 0.23 -2.39 -1.07
H 1.52 -2.44 0.07
H 2.34 -0.33 -0.69
H 1.12 -0.46 -2.01
H 1.02 1.45 -0.22
O -0.87 2.10 -2.63
H -1.02 1.23 -2.23
H -0.87 2.61 -1.80
*
```

As for the LUMO energy: 0.965 eV. The value obtained for the relative energy (zero: lowest compared OMol25 entry of this formula, charge and spin) is 18.3 kcal/mol. The SMILES is C[C@H]1CCCN1.O. The total energy comes out at -328.28962 Ha.

Atomic partial charges in e from the Löwdin method, atoms 1 to 4:
1 C -0.054
2 C -0.448
3 C -0.162
4 C -0.168

(4)
Formula: C5H13NO
Source: the Open Molecules 2025 dataset
Level of theory: ωB97M-V with the def2-TZVPD basis set

ORCA input file:
```
! RIJCOSX wB97M-V def2-TZVPD def2/J DEFGRID3
* xyz 0 1
C -2.67 0.94 0.51
C -2.20 -0.31 -0.11
N -2.21 -1.52 0.72
O -1.71 -0.38 -1.18
H -3.42 1.52 -0.10
H -1.86 1.66 0.58
H -3.07 0.89 1.54
H -2.17 -2.44 0.36
H -2.84 -1.38 1.53
C 2.04 -1.01 0.55
C 1.58 0.16 -0.30
C 2.49 0.97 -1.25
H 3.02 -1.23 0.28
H 1.31 -1.81 0.59
H 1.98 -0.82 1.58
H 0.68 -0.08 -0.91
H 1.18 1.04 0.32
H 3.38 1.37 -0.90
H 2.53 0.49 -2.22
H 1.98 1.94 -1.57
*
```

As for the LUMO energy: 0.841 eV. The value obtained for the relative energy (zero: lowest compared OMol25 entry of this formula, charge and spin) is 30.6 kcal/mol. The SMILES is CC(N)=O.CCC. The total energy comes out at -328.27003 Ha.

Atomic partial charges in e from the Löwdin method, atoms 1 to 4:
1 C -0.026
2 C -0.577
3 N 0.119
4 O 0.065

(5)
Formula: C5H13NO
Source: the Open Molecules 2025 dataset
Level of theory: ωB97M-V with the def2-TZVPD basis set

ORCA input file:
```
! RIJCOSX wB97M-V def2-TZVPD def2/J DEFGRID3
* xyz 0 1
C -0.26 -1.80 0.63
C 0.44 -0.48 0.19
C 0.82 -0.48 -1.33
O 1.27 -1.77 -1.68
N -0.54 0.55 0.63
C 0.05 1.63 1.41
C -1.38 1.17 -0.36
H -0.40 -2.05 1.69
H -1.23 -1.93 0.14
H 0.39 -2.56 0.17
H 1.29 -0.33 0.87
H -0.05 -0.18 -1.89
H 1.65 0.23 -1.55
H 2.22 -1.82 -1.73
H -0.63 2.43 1.74
H 0.58 1.41 2.34
H 0.73 2.15 0.73
H -1.92 0.43 -0.96
H -0.76 1.72 -1.10
H -2.27 1.68 0.04
*
```

As for the LUMO energy: 0.811 eV. The value obtained for the relative energy (zero: lowest compared OMol25 entry of this formula, charge and spin) is 52.7 kcal/mol. The SMILES is C[C@@H](CO)N(C)C. The total energy comes out at -328.23481 Ha.

Atomic partial charges in e from the Löwdin method, atoms 1 to 4:
1 C -0.053
2 C -0.307
3 C -0.206
4 O -0.072

(6)
Formula: C5H13NO
Source: the Open Molecules 2025 dataset
Level of theory: ωB97M-V with the def2-TZVPD basis set

ORCA input file:
```
! RIJCOSX wB97M-V def2-TZVPD def2/J DEFGRID3
* xyz 0 1
C 1.42 2.23 1.33
C 0.38 1.09 1.18
C -0.59 1.32 0.06
N -0.14 0.89 -1.16
O -1.67 1.86 0.19
H 1.08 3.16 0.85
H 2.40 1.89 0.98
H 1.51 2.53 2.38
H 0.90 0.14 1.07
H -0.18 0.99 2.10
H -0.68 1.03 -2.00
H 0.81 0.58 -1.28
C 0.12 -3.00 -1.35
C 0.07 -3.62 0.05
H -0.68 -3.32 -2.01
H 0.11 -1.91 -1.30
H 1.01 -3.29 -1.91
H 0.80 -4.43 0.14
H -0.90 -4.06 0.29
H 0.37 -2.87 0.78
*
```

As for the LUMO energy: 0.794 eV. The value obtained for the relative energy (zero: lowest compared OMol25 entry of this formula, charge and spin) is 6.8 kcal/mol. The SMILES is CCC(N)=O.CC. The total energy comes out at -328.30801 Ha.

Atomic partial charges in e from the Löwdin method, atoms 1 to 4:
1 C -0.083
2 C -0.176
3 C -0.571
4 N 0.155

(7)
Formula: C5H13NO
Source: the Open Molecules 2025 dataset
Level of theory: ωB97M-V with the def2-TZVPD basis set

ORCA input file:
```
! RIJCOSX wB97M-V def2-TZVPD def2/J DEFGRID3
* xyz 0 1
C 1.43 -1.32 0.13
C 1.49 1.00 -1.05
C -2.48 0.00 -0.86
C -0.53 0.40 2.07
C 0.93 -0.30 -0.88
N -1.39 0.49 0.07
O -1.29 -0.34 1.22
H 2.43 -1.13 0.53
H 0.71 -1.44 1.01
H 1.34 -2.30 -0.33
H 0.62 1.70 -1.13
H 2.15 1.13 -1.90
H 2.06 1.39 -0.17
H -3.34 0.42 -0.49
H -2.19 0.45 -1.80
H -2.56 -1.11 -1.03
H 0.23 -0.36 2.51
H -1.05 0.99 2.86
H 0.13 1.09 1.48
H 0.29 -0.69 -1.64
*
```

As for the LUMO energy (spin up / spin down): 0.650 / 1.094 eV. The value obtained for the relative energy (zero: lowest compared OMol25 entry of this formula, charge and spin) is 143.0 kcal/mol. The total energy comes out at -328.09104 Ha.

Atomic partial charges in e from the Löwdin method, atoms 1 to 4:
1 C -0.098
2 C -0.161
3 C -0.088
4 C -0.189

(8)
Formula: C5H13NO
Source: the Open Molecules 2025 dataset
Level of theory: ωB97M-V with the def2-TZVPD basis set

ORCA input file:
```
! RIJCOSX wB97M-V def2-TZVPD def2/J DEFGRID3
* xyz 0 1
C 0.40 -0.49 1.91
N 0.08 0.75 1.24
C -1.37 0.93 1.06
C -1.66 1.00 -0.45
C -0.31 1.35 -1.08
C 0.73 0.85 -0.08
H -0.04 -0.45 2.91
H 1.47 -0.57 2.05
H 0.05 -1.38 1.36
H -1.94 0.13 1.54
H -1.67 1.88 1.47
H -2.43 1.75 -0.64
H -2.08 0.08 -0.88
H -0.19 2.41 -1.28
H -0.17 0.85 -2.03
H 1.16 -0.13 -0.32
H 1.59 1.54 -0.03
O 1.83 -3.63 -2.45
H 1.97 -2.73 -2.15
H 2.58 -4.15 -2.15
*
```

As for the LUMO energy: 0.700 eV. The value obtained for the relative energy (zero: lowest compared OMol25 entry of this formula, charge and spin) is 27.4 kcal/mol. The SMILES is CN1CCCC1.O. The total energy comes out at -328.27520 Ha.

Atomic partial charges in e from the Löwdin method, atoms 1 to 4:
1 C -0.122
2 N -0.216
3 C -0.191
4 C -0.174